[1]
Entry from the OMol25 dataset: a 2-piece molecular cluster, C4H11NO2 overall (ωB97M-V with the def2-TZVPD basis set).

Last column: Mulliken charge in e.
Element x y z (Å)
1 N -2.045 -0.166 0.560  -0.419
2 C -0.823 -0.549 0.246  0.455
3 C -0.524 -0.622 -1.266  0.451
4 C -0.439 0.900 -1.637  -1.403
5 C 0.600 -1.632 -1.578  -1.205
6 O -0.020 -1.065 1.045  -0.670
7 H -2.558 0.277 -0.184  0.238
8 H -2.155 0.143 1.539  0.283
9 H -1.401 -0.996 -1.779  0.274
10 H -1.161 1.620 -1.272  0.359
11 H 0.543 1.231 -1.371  0.381
12 H -0.345 0.977 -2.750  0.341
13 H 0.314 -2.494 -2.130  0.308
14 H 0.961 -2.080 -0.649  0.317
15 H 1.439 -1.146 -2.158  0.290
16 H 2.618 2.826 1.671  0.299
17 H 2.342 1.465 2.319  0.338
18 O 2.624 2.411 2.487  -0.638

Properties
gap between HOMO and LUMO: 10.3 eV
multiplicity: 1
structure (SMILES): CC(C)C(N)=O.O
LUMO energy: 0.6 eV
relative energy (zero: lowest compared OMol25 entry of this formula, charge and spin): 22.4 kcal/mol
total energy: -9911.269 eV
net charge: 0

[2]
Entry from the OMol25 dataset: an isolated ion of composition C7H14N and charge +1 (ωB97M-V with the def2-TZVPD basis set).

Last column: Mulliken charge in e.
Element x y z (Å)
1 C -1.610 -0.449 1.313  -1.009
2 C -0.423 0.424 0.897  -0.103
3 C 0.439 -0.204 -0.165  0.522
4 C 0.002 -1.286 -0.815  -1.120
5 C 1.793 0.466 -0.394  -0.930
6 C 1.896 0.804 -1.897  -0.022
7 C 2.335 -0.050 -2.803  -0.810
8 N -2.531 0.345 2.206  -0.297
9 H -2.252 -0.793 0.500  0.468
10 H -1.421 -1.378 1.865  0.340
11 H -0.813 1.419 0.665  0.351
12 H 0.198 0.472 1.836  0.376
13 H -0.777 -1.991 -0.545  0.268
14 H 0.522 -1.687 -1.682  0.285
15 H 1.883 1.391 0.185  0.345
16 H 2.550 -0.224 -0.015  0.386
17 H 1.457 1.783 -2.069  0.288
18 H 2.192 -0.009 -3.881  0.260
19 H 2.826 -0.952 -2.478  0.319
20 H -2.962 1.102 1.662  0.366
21 H -3.312 -0.074 2.718  0.353
22 H -1.993 0.890 2.895  0.362

Properties
gap between HOMO and LUMO: 8.5 eV
multiplicity: 1
structure (SMILES): C=CCC(=C)CC[NH3+]
LUMO energy: -3.8 eV
relative energy (zero: lowest compared OMol25 entry of this formula, charge and spin): 32.3 kcal/mol
total energy: -8967.678 eV
net charge: +1

[3]
Entry from the OMol25 dataset: a 2-piece molecular cluster, C5H14O overall (ωB97M-V with the def2-TZVPD basis set).

Last column: Mulliken charge in e.
Element x y z (Å)
1 C -0.652 0.029 2.491  -0.342
2 C -0.800 1.205 1.337  -0.962
3 C 0.092 0.994 0.053  -1.000
4 C 1.601 1.223 0.440  -1.368
5 C -0.163 -1.405 2.140  -1.825
6 H -0.130 0.450 3.307  0.394
7 H -1.686 -0.074 2.879  0.285
8 H -0.894 2.299 1.735  0.314
9 H -1.880 1.129 0.942  0.413
10 H -0.180 1.793 -0.630  0.673
11 H -0.133 -0.082 -0.330  0.368
12 H 2.203 1.347 -0.427  0.654
13 H 1.768 1.960 1.199  0.390
14 H 2.012 0.271 0.928  0.151
15 H -0.695 -2.094 2.845  0.488
16 H -0.498 -1.807 1.293  0.586
17 H 0.840 -1.673 2.127  0.409
18 H -0.905 -1.721 -4.997  0.707
19 H -0.068 -0.692 -5.765  0.666
20 O -0.028 -1.672 -5.485  -2.001

Properties
gap between HOMO and LUMO (spin up / spin down): 2.3 / 10.2 eV
multiplicity: 2
LUMO energy (spin up / spin down): 3.5 / 3.4 eV
relative energy (zero: lowest compared OMol25 entry of this formula, charge and spin): 37.9 kcal/mol
total energy: -7456.844 eV
net charge: -1

[4]
Entry from the OMol25 dataset: a 7-piece molecular cluster, H14O7 overall (ωB97M-V with the def2-TZVPD basis set).

Last column: Mulliken charge in e.
Element x y z (Å)
1 H -3.989 -1.422 -0.511  0.337
2 H -3.455 0.105 -0.398  0.433
3 H -2.442 1.062 1.152  0.397
4 H -1.699 1.658 -0.221  0.371
5 H -1.971 -0.699 0.444  0.426
6 H -0.785 -0.024 0.958  0.353
7 H 2.955 -0.536 0.907  0.275
8 H 2.625 -1.764 0.131  0.382
9 H 3.442 2.452 -0.008  0.319
10 H 3.182 0.945 -0.201  0.366
11 H 0.391 0.885 -1.324  0.305
12 H 1.172 1.343 -0.053  0.346
13 H 0.428 -2.731 -0.662  0.280
14 H 0.093 -1.406 -0.037  0.397
15 O -3.261 -0.784 -0.837  -0.744
16 O -2.519 1.686 0.333  -0.768
17 O -1.377 -0.703 1.245  -0.780
18 O 3.392 -1.180 0.353  -0.691
19 O 2.795 1.782 -0.344  -0.663
20 O 0.246 1.192 -0.377  -0.691
21 O 0.776 -1.859 -0.549  -0.649

Properties
gap between HOMO and LUMO: 11.7 eV
multiplicity: 1
structure (SMILES): O.O.O.O.O.O.O
LUMO energy: 0.4 eV
relative energy (zero: lowest compared OMol25 entry of this formula, charge and spin): 34.3 kcal/mol
total energy: -14559.975 eV
net charge: 0

[5]
Entry from the OMol25 dataset: C9H20ClLiO4PS as an isolated structure (ωB97M-V with the def2-TZVPD basis set).

Last column: Mulliken charge in e.
Element x y z (Å)
1 C 4.077 -1.717 0.310  -0.914
2 C 4.392 -0.311 -0.310  -0.602
3 C 3.395 0.821 0.141  -0.777
4 C 1.886 0.375 0.137  -0.156
5 C 0.998 1.531 -0.489  -0.753
6 C -0.146 2.044 0.485  -0.685
7 C -1.515 1.745 -0.224  -0.560
8 C -2.734 1.628 0.740  -0.827
9 C -2.856 0.228 1.425  -0.525
10 O -2.008 -0.771 0.805  -0.339
11 S -2.727 -2.295 1.029  0.662
12 O -1.801 -3.140 1.799  -0.456
13 O -2.677 -2.889 -0.567  -0.311
14 P -3.557 -1.773 -1.572  0.565
15 O -3.325 -2.362 -3.113  -0.446
16 Cl -5.573 -2.104 -1.009  -0.216
17 H 3.265 -2.170 -0.307  0.182
18 H 3.726 -1.665 1.359  0.264
19 H 4.998 -2.328 0.233  0.342
20 H 5.434 -0.018 -0.050  0.395
21 H 4.361 -0.346 -1.421  0.275
22 H 3.617 1.197 1.163  0.306
23 H 3.589 1.681 -0.540  0.344
24 H 1.560 0.218 1.190  0.400
25 H 1.712 -0.544 -0.483  -0.174
26 H 0.572 1.155 -1.451  0.523
27 H 1.592 2.426 -0.775  0.391
28 H -0.051 3.150 0.558  0.333
29 H -0.067 1.623 1.506  0.452
30 H -1.715 2.610 -0.898  0.400
31 H -1.441 0.857 -0.888  0.201
32 H -3.647 1.810 0.126  0.338
33 H -2.753 2.410 1.530  0.346
34 H -3.921 -0.095 1.323  0.458
35 H -2.691 0.318 2.522  0.334
36 H -3.738 -1.789 -3.773  0.345
37 Li -0.231 -1.510 -0.513  0.887

Properties
gap between HOMO and LUMO: 9.2 eV
multiplicity: 1
LUMO energy: -4.0 eV
total energy: -50692.886 eV
net charge: +1

[6]
Entry from the OMol25 dataset: a 11-piece molecular cluster, H24NO10 overall (ωB97M-V with the def2-TZVPD basis set).

Last column: Mulliken charge in e.
Element x y z (Å)
1 N 41.011 47.508 13.056  0.252
2 H 40.234 48.017 12.952  0.046
3 H 41.628 47.873 12.304  0.262
4 H 40.961 46.473 12.974  0.407
5 H 41.346 47.593 13.898  0.080
6 O 44.445 46.183 14.829  -0.664
7 H 44.243 46.849 14.156  0.287
8 H 43.528 46.133 15.221  0.442
9 O 43.839 47.038 12.070  -0.581
10 H 44.369 47.720 12.126  0.279
11 H 43.671 46.936 11.082  0.278
12 O 41.924 49.052 15.518  -0.640
13 H 41.503 48.467 16.060  0.162
14 H 42.186 49.712 16.089  0.329
15 O 44.356 49.528 14.156  -0.561
16 H 43.452 49.553 14.649  0.286
17 H 44.652 50.392 14.517  0.330
18 O 38.654 48.659 11.827  -0.667
19 H 38.121 48.120 12.413  0.324
20 H 38.929 49.349 12.481  0.346
21 O 41.774 49.808 11.597  -0.599
22 H 41.946 50.676 11.871  0.275
23 H 42.476 49.594 10.803  0.314
24 O 41.884 46.049 15.731  -0.506
25 H 41.358 46.572 16.062  0.180
26 H 41.437 45.184 15.675  0.270
27 O 40.366 45.840 10.485  -0.592
28 H 39.602 45.312 10.278  0.299
29 H 40.600 46.576 9.957  0.303
30 O 39.457 50.063 14.582  -0.635
31 H 40.358 49.881 14.853  0.367
32 H 39.019 49.387 15.093  0.308
33 O 39.202 45.414 14.580  -0.534
34 H 39.470 44.572 14.558  0.273
35 H 38.735 45.700 15.288  0.277

Properties
gap between HOMO and LUMO: 9.3 eV
multiplicity: 1
LUMO energy: -3.7 eV
relative energy (zero: lowest compared OMol25 entry of this formula, charge and spin): 116.8 kcal/mol
total energy: -22345.731 eV
net charge: +1